Molecular formula: C17H21AsIN2O3PS4Zn
Method: DFT, the ωB97M-V functional and the def2-TZVPD basis

Last column: Löwdin charge in e.
Cartesian coordinates (Å):
1 Zn -0.04 -1.58 0.43  0.138
2 C 3.49 -3.39 -1.44  -0.035
3 C 3.76 -1.94 -1.18  -0.260
4 N 4.99 -1.50 -1.22  0.091
5 C 5.21 -0.19 -0.96  -0.141
6 C 4.21 0.70 -0.66  -0.190
7 C 4.59 2.14 -0.41  -0.225
8 O 4.14 3.02 -1.45  -0.078
9 C 2.87 0.26 -0.63  -0.072
10 C 1.80 1.20 -0.36  -0.074
11 N 0.57 0.92 -0.50  0.052
12 C -0.39 1.88 -0.17  -0.361
13 C -0.50 2.39 1.12  -0.052
14 C -1.49 3.30 1.45  -0.094
15 C -2.40 3.72 0.49  -0.122
16 C -2.31 3.23 -0.81  -0.188
17 C -1.31 2.32 -1.13  -0.659
18 I -1.15 1.62 -3.09  0.879
19 C 2.60 -1.11 -0.89  -0.302
20 O 1.46 -1.67 -0.89  -0.133
21 H 4.43 -3.91 -1.60  0.066
22 H 2.84 -3.51 -2.31  0.078
23 H 2.95 -3.83 -0.60  0.084
24 H 6.24 0.14 -0.99  0.093
25 H 5.68 2.21 -0.33  0.103
26 H 4.16 2.50 0.53  0.114
27 H 3.90 2.47 -2.20  0.083
28 H 2.10 2.21 -0.04  0.128
29 H 0.17 2.01 1.88  0.068
30 H -1.57 3.65 2.47  0.103
31 H -3.19 4.42 0.74  0.091
32 H -3.00 3.56 -1.57  0.080
33 S 0.65 -3.58 4.66  -0.271
34 As -0.62 -2.72 3.20  -0.491
35 S 0.10 -0.68 2.56  -0.002
36 S -0.48 -3.74 1.22  -0.038
37 S -2.68 -2.56 3.76  -0.197
38 C -3.80 -2.65 0.29  -0.214
39 P -3.15 -1.02 -0.08  0.562
40 C -4.25 -0.33 -1.34  -0.186
41 C -3.38 -0.02 1.37  -0.191
42 O -1.74 -1.01 -0.63  -0.440
43 H -4.88 -2.57 0.45  0.050
44 H -3.32 -3.01 1.20  -0.050
45 H -3.59 -3.33 -0.54  0.053
46 H -5.28 -0.31 -0.99  0.045
47 H -4.18 -0.93 -2.25  0.049
48 H -3.92 0.69 -1.58  0.012
49 H -4.43 -0.03 1.68  0.058
50 H -3.06 1.00 1.15  0.033
51 H -2.77 -0.43 2.18  -0.048

## Properties
- HOMO energy (eV) = -1.2
- molecular weight (u) = 727.82
- E (eV) = -197086.87525
- total charge = -2


Molecular formula: C17H21Cl4F2NO
Method: DFT, the ωB97M-V functional and the def2-TZVPD basis

Last column: Löwdin charge in e.
Cartesian coordinates (Å):
1 C 1.47 4.80 2.45  0.002
2 C 1.26 3.31 2.53  -0.549
3 O 2.17 2.48 2.74  -0.008
4 N 0.00 2.88 2.55  0.008
5 C -1.22 3.59 2.21  -0.088
6 H 2.50 5.13 2.25  0.085
7 H 1.01 5.23 3.33  0.092
8 H 0.99 5.09 1.51  0.074
9 H -0.13 1.88 2.62  0.140
10 H -1.60 4.34 2.90  0.083
11 H -2.02 2.87 2.00  0.083
12 H -1.18 4.06 1.22  0.079
13 C 1.96 -3.00 3.21  -1.063
14 Cl 1.51 -3.67 4.80  0.488
15 Cl 3.65 -2.64 3.04  0.528
16 H 1.70 -3.74 2.46  0.026
17 H 1.45 -2.04 3.13  0.019
18 C 7.61 2.63 1.55  -0.976
19 Cl 7.68 4.45 1.66  0.447
20 Cl 7.92 1.99 -0.08  0.483
21 H 8.41 2.21 2.14  0.017
22 H 6.63 2.26 1.87  0.028
23 F -6.90 0.61 -1.72  0.076
24 C -6.56 -0.64 -2.02  -0.287
25 C -5.45 -1.21 -1.38  -0.031
26 C -5.24 -2.56 -1.49  -0.099
27 C -5.98 -3.37 -2.40  -0.065
28 C -6.99 -2.76 -3.26  -0.051
29 C -7.23 -1.40 -2.99  -0.037
30 H -4.95 -0.67 -0.59  0.112
31 H -4.45 -2.97 -0.87  0.098
32 H -5.79 -4.43 -2.51  0.084
33 H -7.47 -3.27 -4.09  0.095
34 H -8.03 -0.88 -3.49  0.105
35 F -0.39 -0.51 -1.22  0.012
36 C 0.81 -1.09 -1.63  -0.226
37 C 2.09 -0.48 -1.47  0.006
38 C 3.24 -1.16 -1.93  -0.076
39 C 3.14 -2.41 -2.51  -0.095
40 C 1.88 -2.98 -2.65  -0.099
41 C 0.78 -2.29 -2.30  -0.061
42 H 2.05 0.54 -1.09  0.107
43 H 4.18 -0.63 -1.89  0.102
44 H 3.94 -2.94 -3.00  0.104
45 H 1.77 -3.99 -3.02  0.109
46 H -0.22 -2.62 -2.55  0.119

## Properties
- HOMO energy (eV) = -9.2
- molecular weight (u) = 435.17
- structure (SMILES) = Fc1ccccc1.Fc1ccccc1.CNC(C)=O.ClCCl.ClCCl
- E (eV) = -77030.60925
- total charge = 0


Molecular formula: C17H21Cl5N7OSeY
Method: DFT, the ωB97M-V functional and the def2-TZVPD basis

Last column: Löwdin charge in e.
Cartesian coordinates (Å):
1 Y 0.38 -0.17 -0.04  1.416
2 N 2.83 -0.57 -0.32  -0.034
3 C 3.58 0.57 -0.86  -0.201
4 C 3.20 1.84 -0.11  -0.150
5 N 1.74 2.03 0.07  -0.235
6 C 1.47 2.65 1.39  -0.176
7 C 1.63 1.65 2.53  -0.197
8 N 0.69 0.52 2.32  -0.032
9 C 1.17 2.89 -0.99  -0.187
10 C 1.22 2.25 -2.36  -0.192
11 N 0.58 0.90 -2.34  -0.043
12 H 3.19 -0.85 0.59  0.110
13 H 2.97 -1.40 -0.89  0.110
14 H 3.35 0.64 -1.92  0.101
15 H 4.66 0.43 -0.78  0.135
16 H 3.64 2.72 -0.61  0.143
17 H 3.66 1.80 0.88  0.120
18 H 0.44 3.01 1.38  0.125
19 H 2.11 3.52 1.56  0.145
20 H 1.46 2.15 3.48  0.135
21 H 2.64 1.25 2.56  0.115
22 H -0.22 0.77 2.70  0.096
23 H 0.98 -0.29 2.87  0.108
24 H 1.68 3.86 -1.02  0.144
25 H 0.13 3.09 -0.71  0.095
26 H 2.25 2.15 -2.70  0.111
27 H 0.73 2.91 -3.08  0.134
28 H 1.01 0.32 -3.05  0.100
29 H -0.38 1.00 -2.66  0.078
30 Cl -2.81 -6.82 -0.26  0.738
31 C -1.77 -5.47 -0.05  -0.710
32 C -1.81 -4.42 -0.97  -0.718
33 Cl -2.89 -4.44 -2.29  0.740
34 C -0.95 -3.34 -0.77  -0.584
35 Cl -0.98 -1.98 -1.88  0.740
36 C -0.06 -3.26 0.30  -0.501
37 O 0.72 -2.20 0.44  -0.331
38 C -0.05 -4.32 1.21  -0.626
39 Cl 1.00 -4.20 2.56  0.743
40 C -0.89 -5.41 1.04  -0.695
41 Cl -0.86 -6.69 2.17  0.752
42 Se -3.08 -1.86 1.70  1.303
43 N -4.44 -0.88 1.18  -0.174
44 C -3.96 0.18 0.53  -0.354
45 C -4.71 1.22 -0.07  0.060
46 C -4.01 2.20 -0.71  -0.007
47 C -2.59 2.15 -0.77  -0.085
48 N -1.85 1.22 -0.22  0.040
49 C -2.54 0.24 0.45  -0.486
50 N -1.86 -0.74 1.03  -0.302
51 H -5.79 1.22 -0.02  0.142
52 H -4.52 3.02 -1.19  0.125
53 H -2.07 2.94 -1.31  0.118

## Properties
- HOMO energy (eV) = -13.3
- molecular weight (u) = 684.53
- E (eV) = -159440.94709
- total charge = +2


Per-record relative energy (zero: lowest compared OMol25 entry of this formula, charge and spin), kcal/mol: 0.3; 28.2; 0.0